{"formula": "C27H32GaN5SSi", "method": "wB97M-V/def2-TZVPD", "total_energy_ha": -3934.2870, "charge": 0, "lumo_ha": 0.001, "homo_energy_ev": -7.22, "elements": ["Ga", "N", "C", "S", "N", "N", "C", "C", "C", "C", "C", "C", "C", "C", "C", "C", "C", "C", "N", "H", "H", "H", "H", "H", "H", "H", "H", "H", "H", "H", "C", "N", "C", "C", "C", "C", "C", "C", "C", "C", "H", "H", "H", "H", "H", "H", "H", "H", "H", "H", "H", "H", "C", "Si", "C", "C", "C", "C", "H", "H", "H", "H", "H", "H", "H", "H", "H"], "coordinates": [[0.21572, -0.08242, -0.56619], [0.67344, -1.11851, -4.70711], [0.63065, -1.12192, -3.34651], [1.51211, 0.17618, -2.54447], [-0.07668, -2.04818, -2.77041], [0.00928, -1.90221, -1.38588], [0.44062, -2.87191, -0.66220], [0.55754, -4.25170, -1.18915], [-0.58840, -4.94239, -1.56506], [-0.48651, -6.22586, -2.07634], [0.76060, -6.81386, -2.23474], [1.90659, -6.11884, -1.87655], [1.80727, -4.84123, -1.34692], [1.03588, -2.45665, 0.61936], [1.61427, -3.39287, 1.41678], [2.66918, -2.96026, 2.29729], [2.87407, -1.65340, 2.47363], [1.86157, -0.64926, 1.99556], [1.22951, -1.09794, 0.75186], [1.36965, -0.54661, -5.14996], [0.40107, -1.97110, -5.16864], [-1.55551, -4.46908, -1.45923], [-1.38088, -6.76497, -2.35752], [0.83921, -7.81368, -2.64050], [2.88008, -6.57283, -2.00574], [2.69519, -4.29424, -1.05920], [1.42468, -4.44001, 1.24353], [3.35314, -3.69343, 2.70604], [3.74196, -1.28815, 3.00324], [2.41030, 0.26834, 1.73566], [-1.18227, 1.31132, 2.98427], [-0.75424, 2.19620, 1.89202], [0.34593, 3.06675, 2.22679], [-1.79595, 2.77859, 1.09109], [-2.11057, 2.09378, -0.23443], [-3.22944, 2.66268, -0.85354], [-3.72957, 2.21069, -2.05524], [-3.09770, 1.14211, -2.66932], [-1.97908, 0.58945, -2.07501], [-1.43094, 1.03721, -0.85579], [-1.00402, 1.76430, 3.96474], [-0.69238, -0.35179, 1.75718], [-2.24995, 1.11075, 2.88150], [0.07929, 3.83464, 2.97150], [0.70505, 3.56758, 1.32750], [1.16804, 2.47625, 2.63303], [-1.54200, 3.81999, 0.86812], [-2.73428, 2.82339, 1.65931], [-3.72258, 3.49041, -0.35367], [-4.59804, 2.67896, -2.49986], [-3.46310, 0.73931, -3.60475], [-1.52969, -0.24320, -2.59548], [1.83598, 2.08396, 5.17448], [1.38923, 0.28363, 4.87368], [-0.06986, -0.17803, 5.95480], [2.85789, -0.70298, 5.49471], [0.90043, -0.13481, 3.08960], [-0.34772, 0.10480, 2.67954], [2.14501, 2.19330, 6.21691], [1.01393, 2.77622, 4.99763], [2.67661, 2.39405, 4.54981], [0.14565, 0.02469, 7.00534], [-0.28028, -1.24380, 5.85040], [-0.97735, 0.36166, 5.68630], [2.90346, -0.56588, 6.57820], [3.80184, -0.34782, 5.07948], [2.77472, -1.76887, 5.29123]]}


{"formula": "C27H32N6O2Os", "method": "wB97M-V/def2-TZVPD", "total_energy_ha": -1616.3614, "charge": 4, "lumo_ha": -0.472, "homo_energy_ev": -19.46, "relative_energy_kcal_mol": 0.0, "elements": ["Os", "C", "C", "C", "C", "C", "N", "C", "C", "C", "N", "C", "C", "C", "C", "C", "C", "C", "C", "N", "C", "C", "C", "N", "C", "C", "C", "C", "O", "C", "O", "H", "H", "H", "H", "H", "H", "H", "H", "H", "H", "H", "H", "H", "H", "H", "H", "H", "H", "H", "H", "H", "H", "H", "H", "H", "H", "H", "H", "N", "C", "C", "N", "C", "H", "H", "H", "H"], "coordinates": [[-0.70110, -0.42569, 0.60571], [3.00840, -4.61677, -3.76706], [2.47822, -3.67393, -2.73060], [3.31902, -2.91613, -1.92421], [2.83749, -2.06519, -0.92063], [3.90968, -1.30558, -0.25316], [4.26593, -1.30683, 0.97757], [3.74234, -2.09730, 2.10827], [3.59540, -1.22988, 3.35595], [2.40648, -0.29322, 3.20774], [2.20830, 0.54733, 4.39251], [1.60287, 1.69163, 4.47161], [0.88421, 2.43765, 3.47068], [0.83601, 3.81985, 3.68521], [0.25400, 4.74433, 2.79939], [0.26324, 6.21430, 3.10268], [-0.32889, 4.22062, 1.67685], [-0.38224, 2.81305, 1.41071], [-1.02822, 2.41751, 0.24871], [-1.23101, 1.18172, -0.26730], [-1.73897, 1.13587, -1.67857], [-2.98619, 0.29241, -1.87726], [-2.87828, -1.14347, -1.32448], [-1.47889, -1.47245, -0.98328], [-0.82648, -2.29001, -1.72244], [0.59499, -2.56146, -1.62774], [1.11607, -3.44867, -2.57632], [1.46030, -1.89292, -0.74564], [1.03552, -1.04860, 0.25493], [0.19813, 1.88804, 2.33972], [0.04014, 0.62444, 2.22248], [4.05077, -4.86816, -3.58531], [2.93952, -4.16388, -4.75840], [2.42863, -5.53874, -3.78788], [4.39133, -2.99864, -2.07140], [4.55654, -0.72590, -0.91006], [5.10536, -0.76988, 1.19336], [4.46859, -2.89195, 2.28611], [2.80169, -2.55045, 1.79991], [4.52327, -0.68375, 3.54733], [3.44787, -1.90340, 4.20299], [1.50605, -0.87958, 3.04432], [2.52640, 0.37355, 2.35346], [2.64785, 0.22331, 5.24972], [1.70129, 2.17466, 5.44031], [1.30140, 4.21092, 4.58571], [1.20421, 6.51668, 3.55996], [-0.53999, 6.46248, 3.79883], [0.11900, 6.80358, 2.19970], [-0.78709, 4.88883, 0.95537], [-1.43342, 3.22049, -0.36134], [-0.91493, 0.76550, -2.28984], [-1.93547, 2.15644, -2.00249], [-3.16172, 0.26229, -2.95346], [-3.85534, 0.78158, -1.43778], [-3.26835, -1.86879, -2.03846], [-3.46829, -1.22733, -0.41373], [-1.35707, -2.78956, -2.53174], [0.42468, -3.95675, -3.24023], [-3.26075, -2.87202, 2.71532], [-3.09220, -1.89848, 3.68102], [-2.25723, -0.98195, 3.15104], [-1.92761, -1.38914, 1.84897], [-2.57484, -2.55390, 1.63644], [-3.82876, -3.70694, 2.81662], [-3.58266, -1.94900, 4.63879], [-1.88798, -0.06720, 3.57296], [-2.52969, -3.15566, 0.74520]]}


{"formula": "C27H32N8O2", "method": "wB97M-V/def2-TZVPD", "total_energy_ha": -1635.6145, "charge": 0, "lumo_ha": 0.012, "homo_energy_ev": -7.47, "relative_energy_kcal_mol": 612.6, "elements": ["C", "C", "C", "N", "C", "O", "C", "C", "N", "C", "N", "C", "N", "C", "N", "C", "C", "C", "C", "H", "H", "H", "C", "C", "H", "H", "H", "O", "H", "C", "H", "H", "H", "N", "C", "C", "C", "C", "C", "C", "H", "H", "N", "C", "H", "C", "N", "C", "H", "H", "H", "C", "C", "H", "H", "H", "H", "H", "H", "H", "H", "H", "H", "H", "H", "H", "H", "H", "H"], "coordinates": [[-5.39860, 1.53175, 0.78897], [-4.81952, 2.53672, 0.21095], [-4.12817, 3.48869, 1.05170], [-2.67667, 3.74249, 0.45038], [-2.32316, 4.98258, -0.33994], [-2.79396, 5.97278, -0.05827], [-0.84405, 4.67292, -0.85166], [-0.19022, 5.19820, -1.71340], [0.87293, 4.56949, -2.25016], [0.99306, 3.37477, -2.01357], [0.19620, 2.36533, -1.16598], [-0.82357, 3.01929, -0.76672], [-1.80878, 2.76326, -0.08555], [-1.78510, 1.36190, 0.78376], [-2.48213, 1.24027, 1.74263], [-2.33311, 0.11937, 2.48367], [-1.79488, -0.86796, 1.86051], [-1.04498, -0.83813, 0.73595], [-1.23850, 0.29674, 0.14920], [-0.46282, 0.48478, -0.71442], [-0.64582, -1.78700, 0.20353], [-1.74422, -2.06634, 2.53008], [-3.21996, -0.02147, 3.86208], [-4.14006, -1.07810, 3.88054], [-4.00630, -2.25969, 3.67861], [-4.97058, -0.93452, 4.67349], [-4.87195, -0.82603, 2.76388], [-4.00271, 1.15152, 4.05216], [-3.24854, 1.97309, 3.56318], [-2.18234, -0.10053, 4.93210], [-1.76214, -1.21546, 4.80542], [-2.78163, -0.21240, 5.72676], [-1.49936, 0.62467, 4.94588], [2.12986, 2.85421, -2.69496], [2.52845, 1.46987, -2.68292], [3.77433, 1.00613, -2.53093], [4.13086, -0.23839, -2.83688], [3.50064, -1.17626, -2.48884], [1.99589, -0.95575, -2.64913], [1.67367, 0.26813, -2.56152], [0.57079, 0.78219, -2.58513], [1.45603, -1.73532, -2.52219], [3.90391, -2.57252, -2.79851], [5.03349, -2.87604, -2.04521], [5.67699, -2.28174, -1.92239], [4.38538, -3.27567, -0.55653], [3.55066, -4.36869, -0.68017], [3.14684, -4.83632, 0.60689], [3.96864, -5.45839, 1.13162], [2.77661, -4.39454, 1.27559], [2.45815, -5.92656, 0.48417], [2.33807, -4.14732, -1.45758], [2.65235, -3.63923, -2.80921], [2.05983, -3.26640, -3.43599], [3.40433, -4.34184, -3.22341], [1.79792, -4.94440, -1.32607], [1.84161, -3.27701, -1.05888], [5.44882, -3.77426, 0.02247], [4.00487, -2.59107, 0.04003], [5.49608, -3.61396, -2.21135], [5.23375, -0.32949, -2.88265], [4.59120, 1.98285, -2.63999], [2.65125, 3.45960, -3.00875], [-0.02028, 6.30868, -1.79731], [-3.92292, 3.31496, 1.98566], [-4.43745, 4.54857, 0.84295], [-4.57372, 2.64707, -0.92934], [-5.94777, 0.73837, 0.29683], [-5.31745, 1.37756, 1.73385]]}